Entry 1:
C50H132NO24Y as an isolated structure in a non-equilibrium geometry, computed with wB97M-V/def2-TZVPD.

As for the charge: +3. Its spin multiplicity is 2. The calculation puts the HOMO energy (alpha / beta) at -14.557 / -14.557 eV. Its LUMO energy (alpha / beta) is -8.1 / -8.8 eV.

Geometry (Å):
Y1 -4.09 -0.61 0.72
C1 -0.32 -2.17 1.51
C2 0.42 -0.94 0.88
C3 1.83 -1.46 0.35
C4 2.51 -0.73 -0.78
C5 1.44 -0.44 -1.84
C6 0.17 0.32 -1.36
N1 -0.39 -0.45 -0.21
O1 -1.71 0.00 0.21
C7 -0.79 0.24 -2.58
C8 0.58 1.79 -1.04
C9 0.71 0.13 1.96
H1 -0.67 -2.76 0.67
H2 -1.14 -1.76 2.11
H3 0.40 -2.68 2.15
H4 1.74 -2.53 0.15
H5 2.60 -1.40 1.13
H6 3.23 -1.44 -1.20
H7 3.15 0.09 -0.46
H8 1.17 -1.34 -2.38
H9 2.00 0.10 -2.60
H10 -1.66 0.87 -2.40
H11 -1.16 -0.72 -2.95
H12 -0.31 0.65 -3.47
H13 1.33 1.86 -0.25
H14 -0.24 2.39 -0.65
H15 1.03 2.26 -1.92
H16 -0.19 0.54 2.42
H17 1.24 1.02 1.61
H18 1.27 -0.41 2.72
C10 2.01 1.32 -5.72
C11 3.33 0.59 -5.96
C12 3.02 -0.68 -6.64
O2 4.00 1.43 -6.86
H19 1.32 0.68 -5.16
H20 1.61 1.75 -6.64
H21 2.10 2.14 -5.01
H22 3.94 0.43 -5.07
H23 3.85 -1.39 -6.71
H24 2.75 -0.58 -7.69
H25 2.25 -1.20 -6.07
H26 4.74 0.92 -7.21
C13 -2.37 4.61 -4.27
C14 -0.99 5.22 -4.29
C15 0.09 4.24 -4.40
O3 -0.94 6.04 -5.44
H27 -2.40 3.98 -3.38
H28 -2.57 3.98 -5.14
H29 -3.17 5.34 -4.31
H30 -0.80 5.87 -3.44
H31 1.06 4.71 -4.21
H32 0.26 3.83 -5.40
H33 0.04 3.39 -3.72
H34 -0.23 6.67 -5.31
C16 7.12 -1.62 3.09
C17 6.11 -2.13 2.08
C18 5.75 -0.93 1.19
O4 6.63 -3.01 1.18
H35 8.11 -1.43 2.69
H36 7.26 -2.29 3.94
H37 6.75 -0.72 3.60
H38 5.26 -2.59 2.60
H39 5.12 -1.19 0.34
H40 6.54 -0.38 0.68
H41 5.20 -0.30 1.88
H42 6.05 -3.05 0.42
C19 4.29 2.21 -1.72
C20 5.13 2.73 -2.86
C21 4.55 3.85 -3.57
O5 6.29 3.28 -2.23
H43 4.09 3.01 -1.00
H44 4.87 1.45 -1.20
H45 3.35 1.77 -2.04
H46 5.42 1.87 -3.46
H47 4.27 4.67 -2.91
H48 3.60 3.57 -4.03
H49 5.20 4.30 -4.33
H50 7.02 3.06 -2.81
C22 1.64 -5.24 2.50
C23 1.53 -6.70 3.06
C24 0.16 -6.96 3.73
O6 1.73 -7.57 1.97
H51 1.54 -4.55 3.34
H52 0.96 -5.03 1.68
H53 2.62 -5.07 2.06
H54 2.30 -6.89 3.81
H55 -0.59 -6.73 2.97
H56 -0.03 -6.29 4.57
H57 -0.07 -7.93 4.15
H58 2.67 -7.59 1.75
C25 2.33 -2.11 6.42
C26 0.96 -1.63 6.83
C27 -0.05 -1.72 5.65
O7 0.68 -2.53 7.86
H59 2.61 -1.61 5.49
H60 2.40 -3.18 6.19
H61 3.09 -2.04 7.20
H62 1.10 -0.60 7.14
H63 0.23 -0.95 4.93
H64 -1.04 -1.41 5.97
H65 -0.07 -2.68 5.14
H66 1.12 -2.16 8.63
C28 -0.50 -4.36 -4.00
C29 -0.57 -4.35 -2.47
C30 0.85 -4.56 -1.81
O8 -0.89 -3.05 -2.02
H67 -0.03 -5.33 -4.16
H68 0.18 -3.60 -4.37
H69 -1.39 -4.27 -4.62
H70 -1.33 -5.06 -2.14
H71 1.25 -5.50 -2.19
H72 0.70 -4.70 -0.74
H73 1.59 -3.82 -2.11
H74 -0.05 -2.59 -1.92
C31 -4.06 -6.93 -0.59
C32 -3.52 -6.25 0.64
C33 -2.19 -5.45 0.52
O9 -4.58 -5.38 1.08
H75 -3.29 -7.24 -1.30
H76 -4.70 -6.29 -1.19
H77 -4.66 -7.83 -0.44
H78 -3.31 -7.05 1.35
H79 -1.44 -6.14 0.12
H80 -1.86 -5.08 1.49
H81 -2.35 -4.59 -0.13
H82 -5.38 -5.90 1.17
C34 -1.90 4.95 0.34
C35 -2.36 5.16 1.78
C36 -3.39 6.27 2.00
O10 -2.85 4.00 2.35
H83 -1.41 5.83 -0.08
H84 -2.70 4.65 -0.33
H85 -1.17 4.14 0.39
H86 -1.47 5.42 2.36
H87 -3.14 7.24 1.57
H88 -3.55 6.31 3.07
H89 -4.33 5.90 1.60
H90 -2.98 4.21 3.28
C37 -4.12 -2.67 -1.96
C38 -5.47 -2.99 -1.30
O11 -5.70 -2.05 -0.27
O12 -3.23 -1.96 -1.08
H91 -4.33 -2.06 -2.83
H92 -3.68 -3.58 -2.37
H93 -5.45 -3.97 -0.81
H94 -6.37 -2.91 -1.90
H95 -6.62 -2.19 -0.04
H96 -2.36 -2.27 -1.34
C39 -2.14 0.16 -5.96
C40 -1.43 -1.18 -5.89
O13 -0.71 -1.57 -7.06
O14 -3.34 0.00 -6.66
H97 -1.50 0.89 -6.46
H98 -2.37 0.58 -4.98
H99 -2.19 -1.95 -5.74
H100 -0.69 -1.21 -5.09
H101 -1.25 -1.52 -7.85
H102 -3.39 0.69 -7.34
C41 2.34 2.52 4.01
C42 2.09 3.74 3.14
O15 1.30 4.74 3.80
O16 3.18 2.88 5.08
H103 2.74 1.66 3.47
H104 1.41 2.09 4.39
H105 1.60 3.36 2.25
H106 3.10 4.02 2.88
H107 1.19 5.50 3.22
H108 2.66 3.09 5.86
C43 -3.30 -1.50 3.80
C44 -4.28 -2.57 3.36
O17 -4.14 -2.79 1.96
O18 -3.15 -0.43 2.83
H109 -2.41 -2.12 3.92
H110 -3.45 -1.11 4.80
H111 -5.28 -2.18 3.53
H112 -4.20 -3.49 3.93
H113 -4.25 -3.73 1.85
H114 -2.57 0.27 3.13
C45 -1.31 2.21 5.44
C46 -2.53 2.97 6.09
O19 -2.75 4.12 5.31
O20 -1.59 1.62 4.18
H115 -1.05 1.37 6.08
H116 -0.49 2.92 5.41
H117 -2.32 3.31 7.10
H118 -3.40 2.32 6.08
H119 -3.04 4.79 5.94
H120 -1.34 2.29 3.54
C47 -4.34 1.86 -1.19
C48 -4.72 2.40 0.18
O21 -3.89 1.79 1.14
O22 -4.70 0.49 -1.25
H121 -3.29 2.05 -1.43
H122 -4.85 2.48 -1.93
H123 -5.74 2.37 0.57
H124 -4.53 3.48 0.18
H125 -3.55 2.51 1.69
H126 -5.09 0.33 -2.12
C49 2.22 6.13 0.63
C50 2.23 5.67 -0.85
O23 2.01 6.79 -1.68
O24 0.96 6.09 1.22
H127 2.53 7.17 0.74
H128 3.02 5.59 1.14
H129 1.47 4.90 -0.94
H130 3.15 5.19 -1.17
H131 2.26 6.56 -2.58
H132 0.34 6.61 0.71

=====

Entry 2:
A 14-piece molecular cluster, C50H136N8O17 overall in a non-equilibrium geometry, computed with wB97M-V/def2-TZVPD.

As for the charge: -1. Its spin multiplicity is 2. The calculation puts the HOMO energy (alpha / beta) at 0.617 / -6.790 eV. Its LUMO energy (alpha / beta) is 1.7 / 1.7 eV.

Geometry (Å):
C1 -14.78 11.43 -17.13
C2 -14.96 11.56 -18.62
C3 -15.45 12.97 -19.11
O1 -16.76 13.20 -18.58
C4 -17.85 12.43 -19.18
N1 -13.65 11.31 -19.16
H1 -14.07 12.21 -16.84
H2 -14.44 10.42 -16.91
H3 -15.72 11.61 -16.61
H4 -15.64 10.82 -19.04
H5 -15.52 13.13 -20.19
H6 -14.68 13.64 -18.75
H7 -18.83 12.74 -18.83
H8 -17.80 11.36 -18.97
H9 -17.75 12.53 -20.26
H10 -12.89 11.64 -18.58
H11 -13.54 10.31 -19.22
C5 -16.29 14.98 -8.17
C6 -16.54 15.76 -9.55
C7 -15.48 15.46 -10.61
O2 -15.66 16.12 -11.89
C8 -15.66 17.55 -11.85
N2 -17.81 15.25 -10.02
H12 -16.47 13.92 -8.33
H13 -16.95 15.36 -7.39
H14 -15.27 15.15 -7.85
H15 -16.67 16.82 -9.31
H16 -15.46 14.38 -10.73
H17 -14.48 15.75 -10.30
H18 -15.85 17.97 -12.84
H19 -14.71 17.91 -11.45
H20 -16.44 17.98 -11.22
H21 -17.76 15.48 -11.01
H22 -17.82 14.24 -10.00
C9 -21.09 20.54 -13.28
C10 -21.77 19.25 -13.65
C11 -22.72 18.74 -12.59
O3 -23.59 19.72 -12.12
C12 -24.60 19.24 -11.23
N3 -22.52 19.47 -14.91
H23 -20.57 20.41 -12.33
H24 -21.75 21.40 -13.15
H25 -20.34 20.70 -14.04
H26 -21.12 18.40 -13.87
H27 -22.11 18.40 -11.75
H28 -23.20 17.80 -12.84
H29 -25.17 20.09 -10.84
H30 -24.09 18.72 -10.42
H31 -25.29 18.60 -11.77
H32 -23.06 18.62 -14.91
H33 -23.24 20.09 -14.57
C13 -9.75 17.97 -10.00
C14 -8.76 19.16 -9.92
C15 -7.79 19.26 -11.17
O4 -6.61 18.51 -10.97
C16 -5.73 18.42 -12.03
N4 -9.57 20.39 -9.74
H34 -10.35 18.03 -10.91
H35 -10.39 17.91 -9.13
H36 -9.25 17.00 -10.11
H37 -8.12 18.98 -9.06
H38 -7.46 20.29 -11.27
H39 -8.33 18.95 -12.06
H40 -6.17 18.05 -12.96
H41 -5.11 17.59 -11.69
H42 -5.17 19.32 -12.28
H43 -8.90 21.14 -9.70
H44 -10.19 20.59 -10.51
C17 -11.15 14.90 -10.24
C18 -9.89 14.45 -11.03
C19 -8.72 13.98 -10.17
O5 -7.53 13.58 -10.82
C20 -6.85 14.56 -11.58
N5 -10.36 13.39 -11.84
H45 -10.94 15.59 -9.42
H46 -11.56 13.99 -9.79
H47 -11.85 15.42 -10.89
H48 -9.50 15.28 -11.63
H49 -9.01 13.15 -9.52
H50 -8.49 14.84 -9.54
H51 -5.95 14.09 -11.96
H52 -6.50 15.38 -10.95
H53 -7.46 14.87 -12.42
H54 -10.57 12.65 -11.18
H55 -9.56 13.10 -12.38
C21 -19.97 12.45 -15.43
C22 -19.39 11.39 -14.49
O6 -20.35 10.41 -14.53
H56 -20.94 12.87 -15.17
H57 -20.17 12.00 -16.40
H58 -19.34 13.29 -15.73
H59 -19.33 11.86 -13.50
H60 -18.42 11.05 -14.84
H61 -20.36 9.83 -13.77
C23 -5.87 15.66 -14.79
C24 -7.25 15.88 -15.44
O7 -7.52 17.27 -15.63
H62 -5.08 15.83 -15.52
H63 -5.76 14.61 -14.51
H64 -5.67 16.23 -13.89
H65 -8.04 15.67 -14.71
H66 -7.44 15.31 -16.34
H67 -8.20 17.35 -16.31
C25 -21.28 16.93 -18.39
C26 -20.63 15.78 -17.63
O8 -20.28 14.88 -18.66
H68 -21.45 17.81 -17.77
H69 -22.26 16.72 -18.83
H70 -20.75 17.34 -19.25
H71 -21.37 15.47 -16.89
H72 -19.74 16.13 -17.11
H73 -19.62 15.26 -19.23
C27 -17.25 11.52 -11.39
C28 -18.55 11.76 -10.66
O9 -18.37 12.47 -9.47
H74 -16.63 12.39 -11.60
H75 -17.52 11.05 -12.33
H76 -16.63 10.81 -10.84
H77 -19.11 10.83 -10.54
H78 -19.22 12.38 -11.26
H79 -19.16 12.37 -8.94
C29 -10.08 13.88 -16.75
C30 -11.34 13.23 -17.10
O10 -11.29 11.83 -17.01
H80 -9.64 13.57 -15.80
H81 -10.11 14.97 -16.78
H82 -9.36 13.51 -17.47
H83 -11.71 13.52 -18.08
H84 -12.06 13.62 -16.39
H85 -11.29 11.65 -16.06
C31 -23.54 15.19 -13.69
C32 -24.71 16.13 -14.19
O11 -24.20 16.87 -15.33
H86 -23.34 14.39 -14.41
H87 -23.80 14.74 -12.73
H88 -22.63 15.75 -13.50
H89 -25.09 16.81 -13.43
H90 -25.57 15.55 -14.51
H91 -24.94 17.10 -15.91
C33 -8.74 16.38 -22.48
O12 -9.45 16.08 -21.27
C34 -10.66 15.41 -21.43
C35 -11.47 15.38 -20.13
N6 -12.22 16.54 -19.81
C36 -12.68 16.49 -18.43
C37 -13.42 17.73 -17.97
O13 -14.78 17.85 -18.39
C38 -15.72 17.20 -17.57
H92 -9.36 16.91 -23.20
H93 -8.21 15.54 -22.93
H94 -7.90 17.04 -22.29
H95 -10.42 14.38 -21.70
H96 -11.25 15.94 -22.17
H97 -10.70 15.12 -19.40
H98 -12.11 14.50 -20.14
H99 -11.64 17.36 -19.90
H100 -11.79 16.57 -17.81
H101 -13.21 15.56 -18.20
H102 -12.97 18.61 -18.44
H103 -13.29 17.87 -16.90
H104 -15.61 17.51 -16.53
H105 -15.41 16.16 -17.52
H106 -16.74 17.35 -17.93
C39 -14.38 8.51 -12.54
O14 -13.73 9.74 -12.70
C40 -13.96 10.36 -13.94
C41 -13.01 11.63 -14.02
N7 -11.59 11.38 -14.22
C42 -11.02 10.23 -13.49
C43 -9.45 10.18 -13.72
O15 -8.92 11.50 -13.43
C44 -7.53 11.58 -13.79
H107 -14.42 8.17 -11.51
H108 -13.83 7.78 -13.13
H109 -15.38 8.63 -12.98
H110 -15.00 10.66 -14.09
H111 -13.73 9.64 -14.73
H112 -13.12 12.25 -13.13
H113 -13.35 12.35 -14.77
H114 -11.16 12.18 -13.79
H115 -11.51 9.31 -13.80
H116 -11.28 10.44 -12.45
H117 -9.17 9.83 -14.72
H118 -9.00 9.54 -12.96
H119 -7.38 11.39 -14.86
H120 -6.95 10.96 -13.10
H121 -7.19 12.61 -13.72
C45 -10.77 16.43 -13.96
O16 -12.02 16.27 -14.57
C46 -12.89 15.33 -14.01
C47 -14.25 15.35 -14.73
N8 -15.17 14.35 -14.14
C48 -16.42 14.20 -14.87
C49 -17.40 15.39 -14.91
O17 -18.01 15.35 -13.62
C50 -19.20 16.08 -13.50
H122 -10.15 17.14 -14.50
H123 -10.27 15.46 -14.01
H124 -10.87 16.75 -12.93
H125 -12.99 15.56 -12.95
H126 -12.36 14.38 -13.99
H127 -14.06 15.21 -15.79
H128 -14.73 16.33 -14.65
H129 -15.44 14.70 -13.23
H130 -16.88 13.30 -14.44
H131 -16.14 13.91 -15.88
H132 -18.16 15.29 -15.69
H133 -16.95 16.38 -15.00
H134 -19.43 16.00 -12.44
H135 -19.93 15.71 -14.21
H136 -18.98 17.12 -13.71

=====

- The lowest charge belongs to which entry?
  C50H136N8O17

=====

- Which of these has the highest charge?
  C50H132NO24Y

=====

- Which of these has the highest charge?
  C50H132NO24Y

=====

- Which of these has the lowest charge?
  C50H136N8O17